A molecular structure, C12H13NPZn at a distorted geometry. Source: OMol25; level of theory: ωB97M-V/def2-TZVPD.

Properties
- HOMO-LUMO gap (spin up / spin down): 0.105 / 0.107 Ha
- Strongest force on any atom: 3.18 eV Å⁻¹
- 2S+1: 1
- Charge: -1

Each line ends with the natural charge from an NBO analysis.
Cartesian coordinates (Å):
C: 0.3737 2.8714 -2.4655  -1.05
C: 1.4346 3.7046 -2.6700  -0.27
C: 2.6579 3.7223 -1.9434  -0.40
C: 3.0274 2.8284 -0.8980  -0.27
C: 2.2672 1.8049 -0.4284  -1.02
Zn: 0.4114 1.6499 -0.9826  1.44
P: -1.4418 0.3667 -2.3804  0.02
H: -0.4783 2.9631 -3.1634  0.14
H: 1.3759 4.4463 -3.4870  0.15
H: 3.4048 4.4620 -2.2488  0.16
H: 2.7124 1.1332 0.3267  0.14
H: 4.0347 3.0083 -0.4766  0.15
H: -1.3143 -0.9754 -2.8660  -0.03
H: -2.1087 0.9673 -3.4937  0.01
H: -2.5719 0.1700 -1.5294  -0.04
N: -0.3564 0.5756 0.4922  -0.45
C: -0.5465 -0.3976 1.1134  0.34
C: -0.7969 -1.6190 1.7770  -0.17
C: -0.2792 -2.8150 1.2432  -0.17
C: -0.6295 -4.0296 1.8253  -0.20
C: -1.4643 -4.0505 2.9489  -0.21
C: -1.9443 -2.8572 3.5018  -0.21
C: -1.6044 -1.6347 2.9251  -0.17
H: 0.3783 -2.7736 0.3701  0.24
H: -0.2504 -4.9552 1.3908  0.22
H: -1.7397 -5.0054 3.3973  0.21
H: -2.5902 -2.8712 4.3802  0.22
H: -1.9613 -0.6898 3.3414  0.23